{"formula": "C30H28CsF5N4O3SbSe4", "method": "ωB97M-V/def2-TZVPD", "homo_lumo_gap_ev": [4.7, 4.7], "charge": -1, "e_tot_ev": -325725.99845, "de_lowest_kj_mol": 209.0, "homo_energy_ev": [-4.9, -4.9], "e_lumo_ev": [-0.3, -0.2], "spin_multiplicity": 1, "elements": ["Cs", "C", "C", "C", "C", "C", "N", "C", "C", "C", "N", "C", "C", "C", "C", "C", "C", "C", "C", "N", "C", "C", "C", "N", "C", "C", "C", "C", "O", "C", "O", "H", "H", "H", "H", "H", "H", "H", "H", "H", "H", "H", "H", "H", "H", "H", "H", "H", "H", "H", "H", "H", "H", "H", "H", "H", "H", "H", "H", "Se", "Sb", "Se", "Se", "Se", "F", "C", "C", "F", "C", "F", "C", "O", "C", "F", "C", "F"], "xyz": [[-0.781, -0.505, 2.174], [-4.139, -6.286, -1.869], [-3.620, -4.924, -1.466], [-4.351, -3.778, -1.616], [-3.838, -2.502, -1.245], [-4.490, -1.334, -1.719], [-3.924, -0.201, -2.033], [-2.490, 0.067, -1.952], [-2.039, 1.241, -2.806], [-0.691, 1.711, -2.274], [-0.438, 3.101, -2.676], [0.703, 3.744, -2.583], [1.875, 3.341, -1.938], [3.105, 3.916, -2.423], [4.316, 3.536, -1.958], [5.614, 4.110, -2.477], [4.335, 2.546, -0.913], [3.217, 2.028, -0.350], [3.264, 1.095, 0.822], [3.562, -0.138, 0.814], [3.732, -0.830, -0.473], [2.369, -1.331, -0.942], [1.719, -2.297, 0.046], [0.278, -2.361, -0.192], [-0.315, -3.480, -0.238], [-1.762, -3.596, -0.556], [-2.285, -4.777, -0.988], [-2.625, -2.426, -0.465], [-2.356, -1.457, 0.266], [1.891, 2.448, -0.788], [0.878, 2.056, -0.177], [-5.173, -6.222, -2.213], [-4.114, -6.995, -1.035], [-3.549, -6.724, -2.681], [-5.342, -3.828, -2.072], [-5.554, -1.369, -1.939], [-4.535, 0.571, -2.321], [-1.964, -0.849, -2.241], [-2.237, 0.229, -0.910], [-2.776, 2.048, -2.729], [-1.982, 0.965, -3.864], [0.144, 1.115, -2.653], [-0.651, 1.640, -1.196], [-1.215, 3.602, -3.078], [0.717, 4.690, -3.125], [3.048, 4.652, -3.224], [5.449, 4.713, -3.373], [6.321, 3.316, -2.736], [6.105, 4.748, -1.734], [5.300, 2.232, -0.521], [2.991, 1.526, 1.790], [4.394, -1.678, -0.297], [4.181, -0.219, -1.257], [2.464, -1.796, -1.927], [1.698, -0.473, -1.046], [1.883, -1.891, 1.048], [2.202, -3.280, -0.003], [0.231, -4.421, -0.105], [-1.638, -5.657, -0.977], [-6.115, 0.839, 1.293], [-5.467, 2.790, 0.047], [-6.738, 4.661, 1.086], [-5.685, 2.750, -2.376], [-3.026, 3.324, 0.244], [3.063, 1.081, 8.787], [2.378, 0.639, 7.711], [2.927, 0.690, 6.449], [4.165, 1.189, 6.289], [2.216, 0.238, 5.352], [2.797, 0.318, 4.140], [0.914, -0.288, 5.429], [0.252, -0.697, 4.382], [0.400, -0.313, 6.739], [-0.838, -0.797, 6.942], [1.103, 0.135, 7.841], [0.539, 0.080, 9.060]], "forces_ev_per_a": [[-0.1743, 0.7979, -0.9522], [0.0490, 0.0896, 0.0344], [0.1160, -0.0338, -0.0039], [-0.1337, 0.0790, 0.0112], [-0.2334, 0.1574, -0.3508], [0.0321, -0.4663, 0.1246], [0.4525, 0.1493, -0.0519], [-0.3275, -0.1481, -0.2678], [-0.0955, -0.0073, -0.1064], [-0.2527, 0.3225, -0.5880], [-0.2665, -0.3931, 0.2901], [0.2298, 0.0932, 0.0114], [0.0735, 0.1552, -0.0561], [-0.2046, 0.0308, 0.0287], [0.1588, -0.1446, 0.1329], [-0.0543, -0.0791, 0.0626], [0.2205, 0.1790, 0.0059], [-0.0727, -0.0482, 0.0916], [0.1264, -0.1943, -0.1026], [-0.1639, 0.1351, -0.3083], [-0.0356, 0.0317, 0.3667], [-0.1333, 0.0298, -0.0187], [-0.3402, 0.0501, -0.0463], [0.3573, -0.0929, 0.0256], [-0.3257, 0.2247, -0.1462], [0.4517, 0.1250, 0.1428], [-0.0458, -0.3428, -0.0193], [0.0462, 0.0053, 0.0726], [-0.6655, -0.4412, -0.5678], [-0.0667, -0.2650, -0.1028], [0.3611, 0.3440, 0.2620], [0.0199, 0.0246, 0.0119], [0.0101, 0.0894, -0.0297], [-0.0075, 0.0588, 0.0548], [0.1596, 0.0390, 0.0704], [0.0235, -0.0586, -0.0005], [0.0520, 0.0682, 0.1281], [-0.0108, 0.0115, 0.0098], [0.0190, 0.0940, 0.1741], [0.0299, 0.0117, 0.1192], [-0.0156, 0.0042, 0.0321], [-0.0275, -0.0518, -0.0091], [-0.0672, 0.0517, 0.1065], [-0.0629, -0.0386, -0.0330], [0.0588, -0.1263, 0.0119], [-0.0522, -0.0502, 0.0553], [-0.0312, -0.0294, 0.0579], [-0.0578, 0.0417, 0.0123], [-0.0804, -0.0769, -0.0274], [-0.0106, 0.0002, -0.0436], [0.1316, -0.0284, -0.0930], [0.0941, -0.0667, 0.0179], [0.0142, 0.1755, -0.0216], [-0.0164, -0.0226, -0.0049], [0.0088, 0.0300, -0.0323], [-0.0309, -0.0907, 0.0238], [0.0002, -0.1510, 0.0391], [0.0357, -0.1412, -0.0429], [-0.0853, 0.0777, -0.0375], [0.0517, 0.2870, -0.0263], [-0.1542, -0.5697, -0.1521], [-0.0618, 0.0253, 0.0888], [0.1481, 0.1814, 0.0627], [0.0616, 0.0347, -0.1163], [-0.0066, -0.0108, -0.0364], [0.0583, 0.0731, 0.2032], [0.1025, -0.0113, -0.3399], [0.0439, 0.0062, -0.0253], [0.2086, 0.1128, 0.0026], [0.0956, 0.0359, -0.0732], [-0.6266, -0.4343, -0.8400], [1.3185, 0.2549, 2.4601], [-0.0538, -0.0250, 0.2098], [-0.1048, -0.0352, 0.0031], [-0.2471, -0.1030, 0.0106], [-0.0177, -0.0107, 0.0450]], "mulliken_charge": [1.39, -1.53, 0.48, -0.77, 0.98, -0.65, 0.55, -1.12, -0.53, -0.70, 0.09, -0.46, 0.35, -0.94, 0.39, -1.53, 0.09, 0.44, -0.62, -0.52, -0.92, 0.37, -0.89, 0.03, -0.86, 0.26, -0.40, 0.14, -0.55, 0.28, -0.69, 0.36, 0.33, 0.31, 0.31, 0.46, -0.07, 0.27, 0.57, 0.33, 0.17, 0.30, 0.43, 0.33, 0.41, 0.30, 0.35, 0.35, 0.32, 0.43, 0.52, 0.52, 0.36, 0.41, -0.40, 0.16, 0.41, 0.27, 0.37, -0.57, 0.83, -0.31, -0.63, -0.19, -0.33, 0.71, -0.18, -0.33, 0.50, -0.22, -0.46, -0.80, 0.47, -0.33, 0.12, -0.32]}

***

{"formula": "C34H36GeMoN6OS", "method": "ωB97M-V/def2-TZVPD", "homo_lumo_gap_ev": 6.4, "charge": 2, "e_tot_ev": -116024.18579, "de_lowest_kj_mol": 26.1, "homo_energy_ev": -13.7, "e_lumo_ev": -7.3, "spin_multiplicity": 1, "elements": ["Mo", "N", "C", "S", "N", "N", "C", "C", "C", "C", "C", "C", "C", "O", "H", "H", "H", "H", "H", "H", "H", "C", "C", "N", "C", "N", "C", "C", "C", "N", "C", "H", "H", "H", "H", "H", "H", "H", "H", "H", "H", "H", "H", "H", "C", "Ge", "C", "C", "C", "C", "C", "C", "C", "C", "C", "C", "C", "C", "C", "C", "C", "C", "C", "C", "H", "H", "H", "H", "H", "H", "H", "H", "H", "H", "H", "H", "H", "H", "H", "H"], "xyz": [[-1.052, 0.291, -0.350], [-3.190, -2.206, 2.738], [-2.799, -1.590, 1.616], [-1.234, -0.765, 1.707], [-3.501, -1.626, 0.545], [-2.978, -0.908, -0.513], [-3.714, -0.999, -1.576], [-3.487, -0.389, -2.851], [-4.431, -0.583, -3.871], [-4.244, -0.019, -5.115], [-3.109, 0.746, -5.364], [-2.157, 0.951, -4.378], [-2.353, 0.385, -3.126], [-1.436, 0.585, -2.165], [-2.589, -2.253, 3.541], [-4.051, -2.729, 2.734], [-4.614, -1.599, -1.475], [-5.310, -1.183, -3.672], [-4.975, -0.172, -5.896], [-2.962, 1.183, -6.343], [-1.267, 1.536, -4.568], [0.798, 4.314, 3.091], [1.541, 3.217, 2.359], [0.619, 2.509, 1.471], [-0.548, 2.975, 1.033], [-1.321, 2.156, 0.249], [-2.607, 2.686, -0.248], [-3.239, 3.610, 0.768], [-2.271, 4.734, 1.049], [-0.946, 4.198, 1.375], [-0.022, 5.095, 2.083], [1.505, 4.974, 3.591], [0.141, 3.889, 3.852], [1.954, 2.487, 3.054], [2.363, 3.629, 1.769], [0.878, 1.588, 1.142], [-3.269, 1.842, -0.460], [-2.429, 3.202, -1.197], [-3.465, 3.060, 1.684], [-4.174, 4.012, 0.380], [-2.600, 5.322, 1.906], [-2.187, 5.410, 0.193], [-0.625, 5.856, 2.574], [0.619, 5.597, 1.354], [0.712, -0.022, -0.348], [1.960, -1.590, 0.063], [1.237, -2.947, -1.110], [2.086, -3.907, -1.656], [1.582, -4.907, -2.475], [0.225, -4.958, -2.758], [-0.633, -4.004, -2.223], [-0.122, -3.008, -1.407], [3.719, -0.943, -0.425], [3.957, -0.478, -1.718], [5.214, -0.028, -2.085], [6.251, -0.045, -1.160], [6.028, -0.513, 0.126], [4.767, -0.961, 0.492], [1.750, -1.934, 1.955], [1.189, -3.128, 2.400], [0.980, -3.343, 3.755], [1.324, -2.361, 4.674], [1.894, -1.171, 4.241], [2.111, -0.963, 2.888], [1.127, 0.659, -1.117], [3.151, -3.878, -1.452], [2.251, -5.646, -2.893], [-0.163, -5.739, -3.398], [-1.692, -4.038, -2.443], [-0.814, -2.267, -0.995], [3.162, -0.483, -2.459], [5.391, 0.324, -3.093], [7.235, 0.300, -1.447], [6.838, -0.537, 0.843], [4.609, -1.334, 1.498], [0.909, -3.896, 1.687], [0.560, -4.282, 4.094], [1.168, -2.532, 5.731], [2.187, -0.419, 4.962], [2.590, -0.043, 2.561]], "forces_ev_per_a": [[-1.5554, 0.2441, -0.5458], [-0.0395, -0.0066, 0.0461], [-0.0396, 0.0246, -0.1709], [0.2023, 0.0502, 0.0742], [-0.1045, -0.0914, 0.1138], [0.3379, 0.0525, 0.0253], [-0.0007, -0.0141, 0.0844], [0.0950, 0.1405, -0.2492], [0.0544, -0.0183, 0.0823], [-0.0504, -0.0097, -0.0462], [0.0348, 0.0190, 0.0063], [-0.0333, -0.0493, 0.1145], [-0.3168, -0.0841, -0.3740], [0.3693, 0.0490, 0.4805], [0.0021, -0.0053, -0.0084], [0.0119, -0.0082, 0.0098], [0.0214, -0.0055, 0.0520], [-0.0053, -0.0096, 0.0166], [-0.0063, -0.0038, 0.0034], [0.0126, 0.0040, 0.0011], [0.0125, -0.0003, 0.0166], [-0.0159, -0.0114, -0.0412], [0.0694, 0.0065, 0.0419], [0.0237, -0.0543, -0.0741], [-0.0346, -0.0122, 0.0043], [0.3167, 0.1324, 0.2075], [-0.0684, -0.0197, -0.0937], [-0.0017, 0.0007, 0.0071], [-0.0604, 0.0279, -0.0202], [-0.0084, -0.0647, -0.0281], [0.0426, 0.0367, 0.0504], [0.0070, 0.0049, -0.0069], [-0.0090, -0.0018, -0.0026], [0.0047, 0.0120, -0.0118], [-0.0053, -0.0008, 0.0134], [-0.0533, 0.0787, 0.0711], [0.0058, 0.0260, 0.0109], [-0.0259, -0.0009, 0.0239], [0.0114, -0.0004, 0.0014], [0.0037, 0.0057, -0.0083], [0.0092, 0.0006, -0.0158], [-0.0070, -0.0125, 0.0059], [-0.0018, -0.0096, -0.0063], [0.0038, 0.0011, 0.0166], [0.9184, -0.5661, 0.2293], [0.1294, 0.2260, -0.0314], [-0.0512, 0.0253, 0.0274], [0.0785, 0.0195, 0.0111], [-0.0468, -0.0373, -0.0227], [0.0142, 0.0148, 0.0137], [-0.0124, -0.0153, -0.0278], [-0.0543, 0.1050, 0.0351], [-0.1194, -0.0837, 0.0458], [-0.0783, -0.0008, -0.0776], [0.0493, 0.0122, 0.0175], [-0.0138, 0.0001, -0.0095], [0.0275, 0.0194, -0.0248], [-0.0032, -0.0195, 0.1076], [0.0051, 0.0048, -0.1300], [-0.0555, -0.0457, -0.0673], [0.0126, 0.0028, 0.0315], [0.0051, 0.0011, -0.0061], [-0.0031, -0.0051, 0.0537], [0.0228, 0.0622, -0.0049], [-0.1055, 0.1018, -0.0095], [0.0001, 0.0147, 0.0096], [0.0016, -0.0067, -0.0065], [-0.0177, -0.0026, -0.0035], [-0.0034, -0.0178, -0.0085], [0.0939, -0.2256, -0.0347], [-0.0048, -0.0063, 0.0022], [0.0018, 0.0013, -0.0078], [0.0099, 0.0021, -0.0042], [0.0068, -0.0002, 0.0038], [-0.0029, -0.0119, -0.0075], [0.0050, 0.0050, -0.0009], [-0.0051, -0.0037, 0.0071], [-0.0020, 0.0035, 0.0099], [0.0014, 0.0020, 0.0049], [-0.0125, 0.0022, -0.0029]], "mulliken_charge": [-0.77, -0.38, 0.60, 0.03, -1.32, 0.86, -0.43, 0.92, -0.97, -0.81, -0.48, -0.79, 0.45, -0.21, 0.20, 0.25, 0.47, 0.46, 0.44, 0.44, 0.50, -0.78, -0.46, 0.25, 0.42, 0.34, -0.44, -0.89, -0.57, 0.09, -0.67, 0.42, 0.32, 0.31, 0.31, -0.13, 0.13, 0.31, 0.31, 0.40, 0.45, 0.30, 0.39, 0.28, -0.23, 2.20, -0.23, -0.73, -0.71, -0.58, -0.75, 0.49, 0.44, -0.38, -0.74, -0.49, -0.63, -0.61, -0.10, -0.21, -0.81, -0.60, -0.92, 0.11, 0.46, 0.45, 0.42, 0.42, 0.46, 0.38, 0.39, 0.42, 0.41, 0.42, 0.37, 0.41, 0.46, 0.44, 0.45, 0.57]}

***

{"formula": "C22H27N4O4OsPS5", "method": "ωB97M-V/def2-TZVPD", "homo_lumo_gap_ev": [6.0, 6.0], "e_tot_ev": -103337.91810, "homo_energy_ev": [-7.9, -7.9], "e_lumo_ev": [-1.8, -1.8], "spin_multiplicity": 1, "elements": ["Os", "S", "C", "C", "C", "C", "C", "C", "S", "H", "H", "H", "H", "N", "C", "C", "C", "C", "C", "C", "S", "O", "O", "N", "C", "N", "C", "C", "C", "N", "H", "H", "H", "H", "H", "H", "H", "H", "H", "C", "C", "C", "O", "P", "S", "S", "O", "C", "C", "C", "H", "H", "H", "H", "H", "H", "H", "H", "H", "H", "H", "H", "H", "H"], "xyz": [[1.103, -0.111, 0.387], [0.514, -0.009, -1.765], [1.922, -0.293, -2.713], [1.876, -0.264, -4.118], [3.025, -0.484, -4.834], [4.241, -0.745, -4.175], [4.293, -0.789, -2.804], [3.120, -0.570, -2.065], [3.147, -0.567, -0.343], [0.936, -0.057, -4.616], [2.998, -0.455, -5.916], [5.139, -0.915, -4.755], [5.222, -0.992, -2.283], [-2.500, -6.843, -0.760], [-2.409, -5.493, -0.489], [-3.047, -4.949, 0.631], [-2.989, -3.593, 0.881], [-2.299, -2.764, 0.008], [-1.666, -3.285, -1.116], [-1.717, -4.641, -1.361], [-2.214, -1.044, 0.313], [-2.180, -0.351, -0.938], [-3.172, -0.687, 1.310], [-0.692, -0.810, 0.987], [-0.448, -1.157, 2.301], [-1.201, -1.904, 3.086], [-0.724, -2.095, 4.319], [0.487, -1.596, 4.755], [1.235, -0.886, 3.832], [0.751, -0.656, 2.624], [-2.761, -7.450, -0.003], [-1.824, -7.234, -1.393], [-3.595, -5.600, 1.303], [-3.471, -3.163, 1.749], [-1.146, -2.622, -1.797], [-1.232, -5.052, -2.239], [-1.343, -2.694, 4.979], [0.843, -1.762, 5.760], [2.212, -0.468, 4.052], [3.696, 5.145, -1.369], [4.088, 3.775, -0.847], [3.386, 2.623, -1.549], [3.916, 3.706, 0.587], [2.607, 3.490, 1.440], [2.793, 4.249, 3.206], [2.337, 1.463, 1.798], [1.511, 4.099, 0.469], [0.055, 4.082, 0.514], [-0.500, 3.890, 1.912], [-0.460, 3.065, -0.479], [4.014, 5.242, -2.409], [4.181, 5.926, -0.783], [2.617, 5.288, -1.317], [5.164, 3.653, -0.962], [2.305, 2.663, -1.401], [3.756, 1.669, -1.176], [3.588, 2.674, -2.621], [-0.202, 5.081, 0.161], [-0.266, 2.894, 2.294], [-1.586, 3.997, 1.873], [-0.094, 4.626, 2.602], [-0.228, 2.049, -0.155], [-0.023, 3.225, -1.465], [-1.545, 3.156, -0.564]], "forces_ev_per_a": [[0.7730, 1.3387, 1.0211], [0.1777, 0.2341, -0.1166], [0.0769, -0.2560, -0.0400], [-0.0553, 0.0245, 0.0474], [0.1342, -0.0246, -0.0201], [-0.0497, 0.0259, -0.0549], [0.0906, -0.0580, -0.0027], [-0.1105, -0.1143, -0.1124], [-0.2866, -0.8412, 0.3069], [0.0328, -0.0042, 0.0215], [0.0062, -0.0016, 0.0241], [-0.0092, 0.0084, 0.0101], [-0.0420, 0.0065, -0.0400], [-0.0405, 0.0495, -0.0120], [0.0165, 0.0253, 0.0032], [0.0038, -0.0653, -0.0195], [0.0029, 0.0562, 0.0557], [0.0134, 0.0404, -0.0135], [0.0175, 0.0356, -0.0344], [-0.0195, -0.0444, 0.0234], [0.0608, 0.0171, -0.1330], [0.0030, -0.0192, 0.0799], [-0.0352, -0.0097, 0.0809], [-0.2993, 0.0245, -0.0477], [-0.0100, -0.2959, 0.1821], [-0.0985, 0.0800, 0.0409], [-0.1998, -0.0545, -0.1874], [0.1363, 0.0683, 0.1136], [0.1700, 0.2168, -0.0512], [0.5152, -0.7322, -0.4778], [0.0091, -0.0070, 0.0151], [0.0240, -0.0094, -0.0058], [0.0185, 0.0188, -0.0224], [0.0145, -0.0148, -0.0254], [-0.0199, -0.0268, 0.0325], [-0.0138, 0.0088, 0.0227], [-0.0110, 0.0138, -0.0339], [0.0018, -0.0069, -0.0184], [-0.0432, -0.0497, -0.0158], [-0.0399, -0.0040, 0.0060], [-0.1721, -0.1378, -0.2261], [0.1518, 0.1755, -0.0433], [0.1049, 0.0842, 0.0261], [-0.0965, 0.3767, 0.2271], [0.0077, -0.0906, -0.2492], [-0.8816, -0.3130, -0.4258], [-0.0268, -0.2808, -0.0610], [-0.0409, 0.0808, 0.1703], [-0.0419, -0.0287, -0.0319], [-0.0848, 0.1374, 0.0027], [-0.0005, -0.0150, 0.0385], [-0.0002, -0.0072, -0.0107], [0.0333, 0.0083, -0.0201], [0.0625, -0.0204, 0.0020], [0.0735, -0.0082, -0.0255], [0.0081, 0.3169, -0.0374], [0.0057, -0.0126, 0.0117], [-0.0161, 0.0604, 0.0186], [-0.0030, 0.0177, -0.0029], [0.0505, -0.0177, -0.0161], [-0.0096, 0.0007, 0.0030], [-0.0705, 0.1034, 0.0104], [-0.0038, -0.0434, 0.0269], [0.0353, -0.0398, 0.0103]], "nbo_charge": [0.52, 0.20, -0.27, -0.20, -0.21, -0.21, -0.23, -0.15, 0.26, 0.23, 0.22, 0.22, 0.22, -0.79, 0.20, -0.29, -0.14, -0.36, -0.15, -0.28, 2.34, -0.93, -0.92, -0.91, 0.57, -0.46, 0.12, -0.33, 0.13, -0.51, 0.39, 0.39, 0.21, 0.25, 0.24, 0.21, 0.20, 0.24, 0.23, -0.63, 0.12, -0.64, -0.84, 1.73, -0.56, -0.40, -0.86, 0.12, -0.65, -0.61, 0.21, 0.22, 0.22, 0.19, 0.22, 0.21, 0.22, 0.19, 0.22, 0.22, 0.24, 0.19, 0.22, 0.23]}